The following is a quantum chemistry calculation of a cluster of 2 separate species, CHIS2 in total, from the OMol25 dataset.

XYZ file:
```
5
CHIS2 (wB97M-V/def2-TZVPD)
C -0.65751 3.00203 -0.32279
S 0.69292 2.24058 -0.44685
S -1.77186 3.98671 0.10811
I 1.19754 -1.35895 -0.81146
H -0.25027 -1.85575 -0.31229
```

## Properties
- Gap between HOMO and LUMO: 9.119 eV
- Energy above the lowest of the compared OMol25 structures with the same formula, charge and spin: 5.05 kcal per mole
- HOMO energy: -9.37 eV
- Net charge: 0
- E: -1132.753582 a.u.

natural (NBO) population analysis, charges in e, atoms 1 to 4: -0.375, 0.186, 0.183, -0.097

The following is a quantum chemistry calculation of a structure of composition CHIrO3, from the OMol25 dataset.

XYZ file:
```
6
CHIrO3 (wB97M-V/def2-TZVPD)
O 0.65973 1.03534 -0.04277
C -0.40954 0.34127 -0.06426
O -1.56554 0.74598 0.00958
Ir 2.35718 0.33412 -0.02855
O -0.14752 -0.98682 -0.12306
H -0.89430 -1.46988 0.24907
```

## Properties
- Gap between HOMO and LUMO (spin up / spin down): 10.177 / 6.537 eV
- Spin multiplicity: 6
- Energy above the lowest of the compared OMol25 structures with the same formula, charge and spin: 2.78 kcal per mole
- HOMO energy (spin up / spin down): -14.99 / -16.23 eV
- Net charge: +1
- E: -368.211795 a.u.

natural (NBO) population analysis, charges in e, atoms 1 to 4: -0.652, 0.917, -0.439, 1.334

The following is a quantum chemistry calculation of a cluster of 2 separate species, CHN2O3 in total, from the OMol25 dataset.

XYZ file:
```
7
CHN2O3 (wB97M-V/def2-TZVPD)
C -2.66624 -0.17862 -0.04244
N 1.10014 -0.16799 0.03718
N 2.23300 -0.16419 -0.06482
O -3.76968 -0.34836 0.02085
O 3.30254 -0.35734 0.04193
O -1.53113 -0.00056 0.04081
H 0.10654 0.13720 -0.17391
```

## Properties
- Gap between HOMO and LUMO (spin up / spin down): 8.234 / 6.149 eV
- Spin multiplicity: 3
- Energy above the lowest of the compared OMol25 structures with the same formula, charge and spin: 0.00 kcal per mole
- HOMO energy (spin up / spin down): -13.96 / -17.70 eV
- Net charge: +1
- E: -373.342780 a.u.

natural (NBO) population analysis, charges in e, atoms 1 to 4: 1.078, -0.024, 0.340, -0.395

The following is a quantum chemistry calculation of a cluster of 2 separate species, CHN2O3P in total, from the OMol25 dataset.

XYZ file:
```
8
CHN2O3P (wB97M-V/def2-TZVPD)
C -0.10210 -0.08580 -0.32390
N 3.48518 -0.28079 0.34324
N 4.07700 -1.28434 0.14378
O -1.08499 0.39493 -1.30206
O -2.82908 -0.99808 0.04543
O -2.38592 1.39441 0.78961
P -1.79672 0.05561 0.24959
H 0.63663 0.80406 0.05431
```

## Properties
- Gap between HOMO and LUMO (spin up / spin down): 4.054 / 4.144 eV
- Energy above the lowest of the compared OMol25 structures with the same formula, charge and spin: 113.50 kcal per mole
- HOMO energy (spin up / spin down): 2.77 / 2.72 eV
- Net charge: -2
- E: -715.206083 a.u.

natural (NBO) population analysis, charges in e, atoms 1 to 4: -0.753, 0.030, -0.101, -0.933

The following is a quantum chemistry calculation of the ion CHN2O4 with charge -1, from the OMol25 dataset.

XYZ file:
```
8
CHN2O4 (wB97M-V/def2-TZVPD)
C -2.90678 -0.01089 0.02359
N -0.09621 -0.23137 0.03550
N -0.60174 0.89627 0.26708
O -2.67052 0.20200 -1.12325
O -1.73925 0.90224 0.90949
O -3.53263 -0.74388 0.71416
O -0.12151 2.07131 -0.01330
H 0.67764 -0.10068 -0.56203
```

## Properties
- Gap between HOMO and LUMO: 9.866 eV
- Energy above the lowest of the compared OMol25 structures with the same formula, charge and spin: 14.66 kcal per mole
- HOMO energy: -5.53 eV
- Net charge: -1
- SMILES: [H]/N=[N+](\[O-])OC(=O)[O-]
- E: -449.146168 a.u.

natural (NBO) population analysis, charges in e, atoms 1 to 4: 0.991, -0.500, 0.563, -0.676

The following is a quantum chemistry calculation of a structure of composition CHN2OS, from the OMol25 dataset.

XYZ file:
```
6
CHN2OS (wB97M-V/def2-TZVPD)
C 1.00710 0.27022 -0.11167
N -1.27299 -0.02915 0.23480
N -0.61038 -0.66506 -0.56187
O 0.73591 1.42043 -0.09947
S 2.31751 -0.62227 0.24300
H -2.17715 -0.37417 0.29521
```

## Properties
- Gap between HOMO and LUMO: 6.824 eV
- Energy above the lowest of the compared OMol25 structures with the same formula, charge and spin: 14.69 kcal per mole
- HOMO energy: -2.86 eV
- Net charge: -1
- E: -621.625944 a.u.

natural (NBO) population analysis, charges in e, atoms 1 to 4: 0.396, -0.397, -0.236, -0.618

The following is a quantum chemistry calculation of a cluster of 2 separate species, CHN3O2 in total, from the OMol25 dataset.

XYZ file:
```
7
CHN3O2 (wB97M-V/def2-TZVPD)
C 1.11612 0.98293 -0.40558
N -2.58204 -0.49613 0.63539
N -1.73544 -0.91163 0.01882
N 1.66280 0.33371 0.42022
O 0.88783 1.70256 -1.26115
O -0.83978 -1.24123 -0.60601
H 1.49052 -0.37021 1.19831
```

## Properties
- Gap between HOMO and LUMO: 11.712 eV
- Energy above the lowest of the compared OMol25 structures with the same formula, charge and spin: 26.36 kcal per mole
- HOMO energy: -11.05 eV
- Net charge: 0
- SMILES: N#[N+][O-].N=C=O
- E: -353.391154 a.u.

natural (NBO) population analysis, charges in e, atoms 1 to 4: 0.844, -0.104, 0.431, -0.786

The following is a quantum chemistry calculation of an isolated molecule of CHN3O3, from the OMol25 dataset.

XYZ file:
```
8
CHN3O3 (wB97M-V/def2-TZVPD)
C 3.63204 0.46219 0.17222
N 4.19313 1.35232 0.56052
N 0.05970 -0.32225 -1.06248
N 0.42356 -1.10674 -0.27081
O 0.02535 -1.81370 0.52171
O 2.03850 -1.20477 0.05216
O 3.25467 -0.62651 -0.30477
H -0.87600 -0.25376 -1.39322
```

## Properties
- Gap between HOMO and LUMO: 9.594 eV
- Energy above the lowest of the compared OMol25 structures with the same formula, charge and spin: 124.45 kcal per mole
- HOMO energy: -10.82 eV
- Net charge: 0
- SMILES: [H]/N=[N+](\[O-])OOC#N
- E: -428.366162 a.u.

natural (NBO) population analysis, charges in e, atoms 1 to 4: 0.515, -0.369, -0.412, 0.592

What is the formula in the fifth record? CHN2O4

E of number 7 (CHN3O2)? -353.391154 a.u.

What did the third record say?
The following is a quantum chemistry calculation of a cluster of 2 separate species, CHN2O3 in total, from the OMol25 dataset.

XYZ file:
```
7
CHN2O3 (wB97M-V/def2-TZVPD)
C -2.66624 -0.17862 -0.04244
N 1.10014 -0.16799 0.03718
N 2.23300 -0.16419 -0.06482
O -3.76968 -0.34836 0.02085
O 3.30254 -0.35734 0.04193
O -1.53113 -0.00056 0.04081
H 0.10654 0.13720 -0.17391
```

## Properties
- Gap between HOMO and LUMO (spin up / spin down): 8.234 / 6.149 eV
- Spin multiplicity: 3
- Energy above the lowest of the compared OMol25 structures with the same formula, charge and spin: 0.00 kcal per mole
- HOMO energy (spin up / spin down): -13.96 / -17.70 eV
- Net charge: +1
- E: -373.342780 a.u.

natural (NBO) population analysis, charges in e, atoms 1 to 4: 1.078, -0.024, 0.340, -0.395

Which value of E does entry 2 give? -368.211795 a.u.